1.
Entry from the Open Molecules 2025 dataset: C4H6N2O2 as an isolated structure (ωB97M-V/def2-TZVPD).

Structure (XYZ):
```
14
Properties=species:S:1:pos:R:3:forces:R:3
C -2.16656 -0.59429 -0.40601 -3.571 -1.528 2.108
C -0.25744 0.57707 -0.15564 0.121 1.332 1.082
C 1.80301 -0.30213 0.54909 -6.186 4.029 -2.925
C 0.54876 -0.54907 -0.13235 2.300 -4.469 1.359
H -3.15697 -0.46184 -1.08175 2.489 -0.433 1.623
H -1.45001 -1.74503 -0.67749 -2.350 4.410 0.769
H -2.67735 -0.68197 0.94014 1.539 -0.136 -4.156
H 2.26214 1.88022 0.57545 -1.264 -2.367 1.134
H 2.65320 -0.92824 0.64565 0.730 0.267 0.463
H 0.94007 -2.39302 -0.96708 -3.237 1.854 2.318
N 0.35581 1.63781 0.34285 0.752 -2.187 -0.370
N 1.51926 1.09542 0.73049 5.858 2.219 0.521
O -1.53417 0.73462 -0.37393 -1.735 -2.727 -1.643
O 0.12627 -1.93365 -0.38594 4.556 -0.264 -2.284
```
Positions in Å, forces in eV/Å.

Computed properties:
Relative energy (zero: lowest compared OMol25 entry of this formula, charge and spin) ... 155.4 kcal/mol
E_HOMO ... -8.6 eV



2.
Entry from the Open Molecules 2025 dataset: an isolated molecule of C17H12N2O3 (ωB97M-V/def2-TZVPD).

Structure (XYZ):
```
34
Properties=species:S:1:pos:R:3:forces:R:3
O 1.33815 -2.73941 0.73049 1.236 -0.218 -0.317
C 2.40884 -3.19671 0.38983 -0.568 0.054 -0.154
C 3.46740 -2.36751 -0.45460 -0.680 0.976 0.125
C 3.30192 -0.83478 -0.09152 1.111 0.871 1.006
C 4.29243 -0.20005 0.77178 -2.539 1.298 -1.364
C 4.13795 1.26612 1.11847 -2.340 -0.584 -1.504
C 2.98655 2.00126 0.62226 1.042 -2.220 -0.067
C 1.94902 1.31949 -0.23988 0.920 0.094 0.545
N 0.86354 2.09559 -0.63498 -0.601 -2.814 -1.357
C -0.01751 1.40873 -1.39610 1.957 -0.291 0.570
O -1.18423 2.10555 -1.81544 0.217 -1.697 1.599
C -1.95656 2.23195 -0.61375 -0.785 0.914 1.465
O -1.76775 3.16806 0.11898 -0.061 -0.795 -1.117
C -3.00573 1.18788 -0.17042 -1.478 -1.944 0.716
C -3.23816 1.05551 1.29410 -1.397 -1.417 -1.321
C -4.22400 0.09662 1.81631 0.045 -0.220 -1.897
C -5.01786 -0.80052 0.94058 2.529 2.513 -1.872
C -4.77957 -0.64933 -0.52400 0.688 1.028 2.031
C -3.80586 0.33507 -1.06043 -0.379 -0.579 1.784
C 0.18902 -0.01180 -1.80088 -0.336 -0.179 -0.267
N 1.22934 -0.81405 -1.44951 -1.264 4.171 0.592
C 2.09252 -0.09282 -0.63199 2.417 -0.386 1.413
H 2.59989 -4.27722 0.69728 0.442 0.930 -0.565
H 4.51799 -2.73189 -0.31132 -0.994 0.369 0.136
H 3.24519 -2.45024 -1.56145 -0.008 -0.258 1.235
H 5.16163 -0.77104 1.17582 -0.919 0.508 -0.496
H 4.87957 1.79039 1.76882 -0.727 -0.646 -0.711
H 2.83690 3.08952 0.86344 0.106 -1.391 -0.325
H -2.68032 1.67286 2.03491 -0.449 -0.515 -0.952
H -4.37954 0.03201 2.91871 0.253 0.121 -1.065
H -5.75030 -1.55170 1.31585 0.788 0.851 -0.256
H -5.39648 -1.31146 -1.18452 0.881 0.909 0.414
H -3.69727 0.41316 -2.17029 -0.011 -0.044 1.174
H -0.59672 -0.46923 -2.46657 0.905 0.590 0.803
```
Positions in Å, forces in eV/Å.

Computed properties:
E_HOMO ... -8.8 eV
SMILES ... O=CCc1cccc2nc(OC(=O)c3ccccc3)cnc12



3.
Entry from the Open Molecules 2025 dataset: an isolated molecule of C4H7NO2 (ωB97M-V/def2-TZVPD).

Structure (XYZ):
```
14
Properties=species:S:1:pos:R:3:forces:R:3
C -1.64862 -1.24668 0.54742 -0.317 0.396 -0.373
C -0.58502 -0.56780 -0.33456 -0.154 0.750 -0.756
C -0.22117 0.72375 0.22787 0.544 0.073 1.619
O -1.04499 1.44407 0.76331 0.639 0.122 -0.046
C 1.28095 0.88409 0.27230 0.338 0.466 0.411
N 2.02537 0.77771 -0.87394 0.038 0.317 0.134
O 1.74622 0.88981 1.39112 0.363 0.066 -0.309
H -1.36756 -1.06330 1.60242 0.096 -0.013 -0.522
H -2.59558 -0.73564 0.43062 -0.343 -0.222 -0.018
H -1.75909 -2.33485 0.42507 0.102 0.530 -0.402
H 0.14614 -1.23257 -0.79717 0.242 0.505 0.402
H -0.64404 0.42081 -1.17332 -1.478 -2.860 -0.228
H 1.65388 1.10419 -1.75498 -0.002 -0.049 0.185
H 3.01352 0.93642 -0.72617 -0.068 -0.080 -0.096
```
Positions in Å, forces in eV/Å.

Computed properties:
Relative energy (zero: lowest compared OMol25 entry of this formula, charge and spin) ... 61.3 kcal/mol
E_HOMO ... -9.3 eV
SMILES ... CCC(=O)C(N)=O



Calculated electronic energy, -415.79296, -990.11692, -361.78316 hartree (same order as the records).
Calculated gap between HOMO and LUMO, 8.9, 8.2, 9.9 eV (same order as the records).